121
Properties=species:S:1:pos:R:3 method="wB97M-V/def2-TZVPD" spin_multiplicity=1 total_charge=-2 orbital_gap_ev=2.9504 relative_energy_kcal_mol=16.16 homo_ev=0.74
Na -0.594 -0.303 -0.272
C -1.179 -3.366 6.181
C -0.028 -3.830 5.286
N 0.803 -2.741 4.804
C 2.068 -2.503 5.464
C 1.969 -1.696 6.759
C 0.315 -1.913 3.802
S 1.084 -0.427 3.518
N -0.812 -2.365 3.264
C -1.292 -2.081 2.044
O -0.632 -1.691 1.062
C -2.744 -2.364 1.880
C -3.504 -2.938 2.903
C -4.856 -3.174 2.731
C -5.483 -2.836 1.536
C -4.736 -2.260 0.516
C -3.382 -2.030 0.682
H -1.788 -4.220 6.489
H -1.804 -2.671 5.620
H -0.810 -2.856 7.073
H -0.450 -4.351 4.426
H 0.616 -4.523 5.834
H 2.698 -1.952 4.768
H 2.532 -3.476 5.662
H 1.508 -0.735 6.531
H 2.967 -1.518 7.166
H 1.368 -2.215 7.508
H -3.010 -3.196 3.829
H -5.431 -3.618 3.536
H -6.542 -3.021 1.403
H -5.215 -1.976 -0.412
H -2.802 -1.566 -0.109
C 3.535 0.626 -1.611
As 2.530 0.026 -0.009
C 3.512 1.258 1.178
C 3.690 -1.500 0.521
C 3.548 -2.856 -0.177
C 4.356 -3.892 0.618
C 2.083 -3.344 -0.188
As 0.758 -2.553 -1.436
C 1.278 -3.433 -3.144
C -0.604 -3.916 -1.080
C 4.054 -2.775 -1.625
As 5.913 -2.405 -2.206
C 6.945 -1.692 -0.676
C 6.620 -4.246 -2.033
H 4.602 0.390 -1.542
H 3.404 1.706 -1.671
H 3.132 0.198 -2.529
H 4.590 1.185 1.017
H 3.286 1.017 2.216
H 3.177 2.275 0.978
H 3.461 -1.627 1.583
H 4.732 -1.170 0.453
H 3.911 -4.027 1.607
H 5.390 -3.570 0.757
H 4.361 -4.861 0.109
H 1.642 -3.153 0.797
H 2.067 -4.430 -0.347
H 1.680 -4.437 -2.982
H 1.994 -2.848 -3.719
H 0.363 -3.513 -3.733
H -0.249 -4.907 -1.373
H -1.502 -3.675 -1.651
H -0.860 -3.914 -0.023
H 3.461 -2.011 -2.130
H 3.838 -3.723 -2.128
H 6.719 -0.639 -0.513
H 7.999 -1.772 -0.947
H 6.781 -2.238 0.251
H 6.013 -4.930 -2.627
H 6.613 -4.583 -0.995
H 7.643 -4.287 -2.410
C -6.366 4.089 0.752
C -4.977 4.737 0.845
C -4.768 5.288 2.262
C -4.920 5.911 -0.133
C -3.925 3.677 0.536
C -3.776 2.568 1.422
C -2.841 1.604 1.106
N -2.069 1.597 0.022
C -2.204 2.654 -0.874
C -3.138 3.710 -0.575
C -1.420 2.626 -2.018
C -1.083 3.772 -2.804
C 0.014 3.803 -3.604
C 0.821 2.593 -3.667
C 0.369 1.453 -3.095
N -0.791 1.383 -2.375
C 0.459 5.021 -4.395
C -0.494 6.205 -4.229
C 0.551 4.677 -5.890
C 1.849 5.472 -3.909
H -7.153 4.814 0.988
H -6.446 3.250 1.444
H -6.533 3.705 -0.257
H -5.515 6.055 2.492
H -3.773 5.730 2.351
H -4.851 4.499 3.009
H -5.661 6.667 0.146
H -5.136 5.584 -1.151
H -3.932 6.374 -0.121
H -4.370 2.469 2.322
H -2.685 0.772 1.794
H -3.222 4.519 -1.289
H -1.697 4.656 -2.679
H 1.770 2.579 -4.189
H 0.863 0.497 -3.236
H -1.501 5.956 -4.570
H -0.132 7.057 -4.812
H -0.549 6.508 -3.181
H -0.430 4.393 -6.278
H 1.228 3.838 -6.052
H 0.922 5.535 -6.464
H 1.813 5.706 -2.843
H 2.178 6.365 -4.453
H 2.593 4.688 -4.056
O 0.580 2.179 0.920
H -0.324 2.101 0.548
H 0.603 1.505 1.616
S -1.776 -0.041 -2.627



43
Properties=species:S:1:pos:R:3 method="wB97M-V/def2-TZVPD" spin_multiplicity=1 orbital_gap_ev=9.1416 relative_energy_kcal_mol=6.29 homo_ev=-9.86
C 1.559 2.144 3.461
C 1.121 0.878 4.218
C -0.370 0.792 4.357
Cl -0.782 -0.497 5.557
N -1.067 0.645 3.090
I -0.470 -0.981 1.976
C -2.445 0.707 3.171
O -3.206 0.414 2.284
O -2.984 1.224 4.398
S -3.331 2.766 4.249
O -2.376 3.375 3.411
O -3.609 3.274 5.520
F -4.620 2.672 3.462
H 2.067 2.809 4.144
H 2.250 1.897 2.670
H 0.721 2.693 3.058
H 1.511 0.948 5.222
H 1.568 -0.006 3.787
H -0.700 1.724 4.787
C -1.610 2.401 -0.751
O -0.853 3.010 0.292
H -1.011 2.403 -1.658
H -1.860 1.369 -0.489
H -2.529 2.967 -0.927
H -1.398 2.999 1.084
C -1.918 -3.011 -1.175
O -0.542 -2.656 -1.274
H -2.373 -2.384 -0.411
H -2.430 -2.841 -2.126
H -2.030 -4.060 -0.887
H -0.153 -3.214 -1.956
C 1.190 -2.514 -4.989
O 0.139 -3.308 -4.427
H 2.106 -2.737 -4.458
H 1.325 -2.754 -6.044
H 0.962 -1.450 -4.881
H -0.667 -3.104 -4.905
C 4.903 -1.183 -5.220
O 4.093 -2.199 -5.808
H 4.442 -0.893 -4.280
H 5.911 -1.556 -5.021
H 4.963 -0.308 -5.872
H 4.502 -2.453 -6.638



13
Properties=species:S:1:pos:R:3 method="wB97M-V/def2-TZVPD" spin_multiplicity=1 orbital_gap_ev=8.9167 relative_energy_kcal_mol=51.63 homo_ev=-8.09
C -1.223 -0.513 -1.254
C -0.182 -0.272 -0.198
C 0.012 1.018 0.544
N 1.293 0.772 1.197
C 1.743 -0.479 1.164
C 0.769 -1.119 0.236
H -1.630 -1.526 -1.176
H -2.053 0.199 -1.216
H -0.769 -0.428 -2.251
H -0.047 1.943 -0.044
H 1.703 1.480 1.789
H -0.712 1.085 1.364
H 0.847 -2.160 -0.063



80
Properties=species:S:1:pos:R:3 method="wB97M-V/def2-TZVPD" spin_multiplicity=1 total_charge=+3 orbital_gap_ev=11.0514 homo_ev=-17.49
C 1.746 -2.699 -1.277
C 1.188 -2.948 -2.680
C 1.192 -1.798 -3.644
C 0.282 -0.650 -3.154
N 0.449 0.686 -3.767
C 0.426 0.655 -5.308
C -0.497 1.801 -5.745
C -1.547 1.815 -4.628
C -0.699 1.643 -3.351
C 1.819 1.270 -3.338
C 2.025 1.283 -1.841
C 3.200 2.222 -1.731
H 1.153 -1.949 -0.726
H 2.742 -2.279 -1.278
H 1.759 -3.559 -0.576
H 0.200 -3.423 -2.519
H 1.818 -3.670 -3.205
H 0.858 -2.208 -4.650
H 2.226 -1.515 -3.830
H 0.495 -0.543 -2.113
H -0.742 -0.998 -3.344
H 1.471 0.738 -5.682
H -0.027 -0.265 -5.634
H -0.083 2.797 -5.726
H -0.955 1.617 -6.738
H -2.110 2.767 -4.578
H -2.308 1.030 -4.595
H -0.248 2.608 -3.076
H -1.140 1.140 -2.496
H 1.770 2.306 -3.688
H 2.600 0.764 -3.900
H 2.231 0.280 -1.428
H 1.133 1.663 -1.324
H 4.062 1.667 -2.083
H 3.440 2.700 -0.779
H 3.033 3.062 -2.389
C -2.397 -4.274 0.656
C -3.155 -3.000 0.703
O -3.450 -2.264 -0.198
N -3.848 -2.588 2.102
H -3.151 -2.726 2.822
H -3.883 -1.555 2.018
C -5.160 -3.303 2.309
H -3.083 -5.120 0.550
H -1.842 -4.403 1.586
H -1.811 -4.425 -0.276
H -5.582 -2.966 3.247
H -4.927 -4.338 2.486
H -5.808 -3.124 1.442
C 6.852 0.990 4.089
C 5.759 0.510 3.269
O 5.326 0.752 2.220
N 4.781 -0.532 3.951
H 4.859 -1.378 3.400
H 5.051 -0.700 4.925
C 3.304 -0.111 3.974
H 6.507 1.547 4.978
H 7.540 1.655 3.546
H 7.354 0.097 4.475
H 3.041 0.689 4.649
H 2.775 -1.050 4.179
H 3.109 0.131 2.916
C -4.027 2.849 1.348
C -4.345 1.895 2.468
O -4.798 0.838 2.523
N -3.892 2.439 3.817
H -4.582 3.139 4.071
H -3.992 1.714 4.488
C -2.412 2.958 3.932
H -2.942 2.820 1.149
H -4.322 3.870 1.640
H -4.521 2.539 0.466
H -2.244 3.824 3.288
H -1.808 2.081 3.674
H -2.265 3.243 4.936
B -0.982 -0.147 1.797
F 0.144 0.002 2.585
F -1.920 -0.913 2.407
F -1.617 1.060 1.603
F -0.601 -0.732 0.609



60
Properties=species:S:1:pos:R:3 method="wB97M-V/def2-TZVPD" spin_multiplicity=3 orbital_gap_ev="4.3606 / 3.8973" relative_energy_kcal_mol=51.85 homo_ev="-5.04 / -4.85"
P 1.427 -0.254 -5.407
P 2.236 -3.929 -3.627
C 2.478 -1.734 -5.702
C 2.076 -3.192 -5.316
H 3.499 -1.507 -5.357
H 2.520 -1.737 -6.805
H 1.030 -3.389 -5.616
H 2.702 -3.862 -5.942
C 3.905 -4.303 -2.985
H 3.856 -4.430 -1.885
H 4.610 -3.476 -3.180
H 4.293 -5.235 -3.409
C 1.493 -5.553 -3.955
H 2.207 -6.124 -4.555
H 0.572 -5.427 -4.535
H 1.281 -6.106 -3.037
C 2.717 0.773 -6.181
H 2.546 1.831 -6.045
H 2.668 0.556 -7.246
H 3.716 0.501 -5.833
C 0.017 0.004 -6.439
H -0.562 -0.906 -6.634
H 0.344 0.384 -7.424
H -0.659 0.766 -6.046
Ni -1.010 0.444 -0.048
C 1.550 -3.304 -2.144
C 2.751 -2.418 -1.694
C 3.003 -1.246 -2.555
C 2.299 0.167 -2.561
C 1.295 0.341 -3.763
C -0.020 -0.312 -3.456
C -0.135 -1.730 -3.441
C 0.072 -2.687 -2.243
C -1.123 2.329 -0.352
H 1.430 -4.200 -1.462
H 2.649 -2.127 -0.641
H 2.836 -1.622 -3.561
H 4.102 -1.043 -2.440
H 1.762 0.414 -1.621
H 3.052 0.987 -2.673
H 1.156 1.444 -3.968
H -0.964 0.275 -3.447
H 0.673 -1.994 -4.137
H -1.102 -1.950 -3.949
H -0.199 -2.252 -1.277
H -0.632 -3.536 -2.383
H -2.197 2.279 -0.027
H -0.936 2.656 -1.384
H -0.420 2.712 0.405
Cl 2.799 0.440 1.347
C 1.405 -0.284 2.090
C 0.249 -0.539 1.354
C -0.761 -1.280 1.940
Cl -2.096 -1.577 0.875
C -0.752 -1.606 3.303
Cl -2.043 -2.432 4.026
C 0.320 -1.169 4.113
Cl 0.252 -1.315 5.801
C 1.432 -0.554 3.498
Cl 2.766 -0.072 4.462



83
Properties=species:S:1:pos:R:3 method="wB97M-V/def2-TZVPD" spin_multiplicity=1 orbital_gap_ev=6.4116 homo_ev=-8.10
C -1.053 1.166 1.439
C -0.294 2.527 1.148
O -0.525 3.079 0.095
N 0.640 2.978 2.153
C 1.233 4.305 1.840
C 1.645 1.985 2.468
C 1.950 1.758 3.880
C 2.937 0.737 4.394
C 3.677 -0.121 3.472
N 4.572 -1.121 4.077
C 5.867 -1.247 3.378
C 3.832 -2.374 4.158
C 4.162 -3.671 3.340
O 2.865 -2.418 4.899
C 3.413 0.110 1.976
N 4.023 -0.585 0.894
S 3.321 0.108 -0.482
N 2.250 1.261 0.083
C 2.399 1.166 1.468
H -1.084 0.541 0.501
H -0.594 0.588 2.287
H -2.121 1.378 1.732
H 0.570 4.979 1.246
H 2.267 4.185 1.396
H 1.403 4.823 2.835
H 1.415 2.372 4.644
H 3.087 0.649 5.494
H 5.787 -1.761 2.382
H 6.524 -1.916 4.015
H 6.365 -0.253 3.245
H 3.331 -4.431 3.391
H 5.054 -4.154 3.837
H 4.441 -3.433 2.278
N 8.133 -0.391 0.469
C 9.389 0.115 0.271
C 9.327 1.473 0.427
C 7.983 1.801 0.737
C 7.265 0.630 0.762
H 7.884 -1.363 0.411
H 10.216 -0.536 0.034
H 10.155 2.157 0.330
H 7.584 2.787 0.923
H 6.225 0.429 0.954
N -0.357 -0.518 -2.089
C -0.705 -1.823 -1.860
C -1.708 -2.152 -2.735
C -1.971 -1.004 -3.526
C -1.121 -0.014 -3.106
H 0.352 -0.009 -1.586
H -0.211 -2.401 -1.095
H -2.197 -3.112 -2.800
H -2.702 -0.914 -4.315
H -0.994 1.003 -3.440
N -5.481 -2.622 -4.509
C -6.316 -3.483 -5.167
C -7.196 -2.738 -5.908
C -6.877 -1.374 -5.695
C -5.813 -1.333 -4.830
H -4.737 -2.893 -3.888
H -6.213 -4.550 -5.049
H -7.982 -3.130 -6.535
H -7.372 -0.517 -6.128
H -5.265 -0.502 -4.415
N -5.426 2.190 -4.437
C -4.144 2.563 -4.740
C -3.832 3.660 -3.979
C -4.967 3.957 -3.182
C -5.933 3.032 -3.484
H -5.919 1.417 -4.850
H -3.567 2.017 -5.471
H -2.892 4.190 -3.992
H -5.064 4.759 -2.467
H -6.934 2.900 -3.106
N -3.267 -1.667 3.060
C -3.911 -1.494 1.864
C -5.259 -1.595 2.091
C -5.437 -1.833 3.478
C -4.191 -1.870 4.050
H -2.271 -1.648 3.191
H -3.354 -1.315 0.957
H -6.032 -1.506 1.344
H -6.373 -1.962 3.998
H -3.882 -2.023 5.071



11
Properties=species:S:1:pos:R:3 method="wB97M-V/def2-TZVPD" spin_multiplicity=1 orbital_gap_ev=8.8007 relative_energy_kcal_mol=15.44 smiles="CC1=P#[PH]N=C1" homo_ev=-9.23
C -1.762 0.701 -0.155
C -0.028 0.198 -0.037
P 1.047 1.335 0.519
P 2.586 -0.044 0.079
N 1.611 -1.348 -0.266
C 0.350 -1.074 -0.421
H -1.595 1.754 -0.125
H -2.309 0.352 0.662
H -2.284 0.355 -0.964
H 2.625 -0.267 1.393
H -0.242 -1.963 -0.687



57
Properties=species:S:1:pos:R:3 method="wB97M-V/def2-TZVPD" spin_multiplicity=1 orbital_gap_ev=8.5157 smiles="CC1(C)CCCC(C)(C)N1O.NC(N)=O.NC(N)=O.NC(N)=O.O" homo_ev=-8.11
C -1.725 -0.221 -1.440
C -0.717 0.662 -2.234
C -0.326 -0.109 -3.531
C -1.515 1.934 -2.612
C -0.574 3.007 -3.270
C 0.564 3.276 -2.329
C 1.367 2.078 -1.877
C 2.441 1.564 -2.942
C 2.148 2.406 -0.657
N 0.388 1.064 -1.390
O 1.135 -0.065 -0.899
H -2.750 -0.229 -1.859
H -1.768 0.155 -0.431
H -1.376 -1.295 -1.405
H 0.400 0.339 -4.216
H -1.295 -0.411 -4.003
H 0.193 -0.958 -3.215
H -2.369 1.759 -3.262
H -1.849 2.239 -1.623
H -1.075 3.983 -3.408
H -0.341 2.611 -4.248
H 0.170 3.904 -1.484
H 1.330 3.887 -2.864
H 2.076 1.729 -3.934
H 3.346 2.149 -2.896
H 2.677 0.575 -2.698
H 2.837 1.600 -0.281
H 2.726 3.251 -0.973
H 1.431 2.655 0.156
H 1.505 0.205 -0.023
N -3.597 -1.153 2.527
C -3.835 -0.550 3.740
N -4.794 0.386 3.845
O -3.023 -0.758 4.658
H -4.302 -1.060 1.793
H -3.076 -2.056 2.582
H -5.269 0.903 3.126
H -4.619 0.910 4.736
N -0.133 -2.497 0.552
C 0.381 -3.750 0.887
N 0.484 -3.967 2.242
O 0.722 -4.658 0.163
H -0.152 -1.833 1.302
H 0.191 -2.030 -0.271
H 0.012 -3.213 2.766
H 0.185 -4.834 2.615
N 3.219 -1.581 1.059
C 2.610 -0.865 2.042
N 3.125 -1.151 3.307
O 1.830 0.076 1.809
H 3.852 -2.237 1.418
H 2.850 -1.775 0.143
H 3.750 -1.948 3.438
H 2.720 -0.655 4.145
O -0.682 -1.518 3.645
H -1.465 -1.105 4.055
H -0.040 -0.820 3.522



Strongest force on any atom values (in eV/Å) by entry order: 2.5 2.3 0.6 3.4 4.7 4.4 6.8 3.2.